{"formula": "C26H47BF2NO12P2S", "method": "ωB97M-V/def2-TZVPD", "symbols": ["C", "O", "C", "C", "C", "C", "C", "C", "C", "C", "C", "C", "C", "F", "C", "P", "P", "O", "O", "O", "C", "C", "C", "C", "B", "O", "O", "C", "C", "F", "N", "S", "C", "O", "O", "H", "H", "H", "H", "H", "H", "H", "H", "H", "H", "H", "H", "H", "H", "H", "H", "H", "H", "H", "H", "H", "H", "H", "H", "H", "H", "H", "H", "H", "H", "H", "H", "H", "H", "H", "H", "H", "H", "H", "H", "H", "H", "H", "C", "C", "C", "O", "C", "C", "C", "O", "O", "O", "H", "H", "H", "H"], "positions_angstrom": [[5.5945, 3.5333, -0.7984], [5.6729, 2.7453, 0.3754], [6.4159, 1.5523, 0.2088], [5.5155, 0.2926, 0.1968], [4.0441, 0.5628, 0.5215], [3.2896, -0.7866, 0.6013], [1.9147, -0.7877, -0.1220], [0.8175, -1.1024, 0.9074], [-0.4914, -1.6882, 0.3659], [-1.2502, -1.0308, -0.8062], [-2.1217, 0.2111, -0.5206], [-3.0402, 0.4431, -1.7434], [-2.6373, -0.1527, -3.0933], [-3.2889, 1.8069, -1.9623], [-1.1313, 1.4017, -0.4132], [-0.2980, 1.8920, -2.0166], [0.9416, 3.5930, -1.4867], [0.1858, 4.8230, -1.6550], [2.1125, 3.5082, -2.5539], [1.5666, 3.4281, -0.0182], [-1.7396, 2.7469, 0.0878], [-3.0397, 2.5080, 0.8589], [-3.0109, 1.2341, 1.6854], [-4.3126, 1.2287, 2.5131], [-4.4630, 2.3998, 3.5921], [-3.7857, 2.4044, 4.7986], [-5.2865, 3.4541, 3.3289], [-1.8507, 1.1415, 2.6990], [-1.2738, 2.4332, 3.2368], [-2.1981, 0.2388, 3.7006], [-2.8812, 0.0009, 0.7710], [-4.2751, -1.1043, 0.6583], [-4.3403, -2.1363, 2.1435], [-5.4992, -0.4716, 0.3050], [-3.9668, -2.0667, -0.3542], [6.5149, 3.5213, -1.3772], [5.4238, 4.5639, -0.4944], [4.7366, 3.2127, -1.3921], [7.1257, 1.4740, 1.0276], [7.0004, 1.5567, -0.7092], [5.5589, -0.1903, -0.7770], [5.8722, -0.4155, 0.9389], [3.5751, 1.2645, -0.1591], [4.0259, 1.0210, 1.5061], [3.9056, -1.6042, 0.2352], [3.1420, -0.9758, 1.6597], [1.7709, 0.2418, -0.4216], [1.9091, -1.4586, -0.9759], [0.6928, -0.2209, 1.5353], [1.2264, -1.8544, 1.5764], [-1.1147, -1.9376, 1.2390], [-0.2021, -2.6719, -0.0029], [-0.5163, -0.8336, -1.5731], [-1.8359, -1.8324, -1.2348], [-4.0456, 0.0577, -1.6090], [-1.5881, -0.1058, -3.3505], [-2.9833, -1.1815, -3.1285], [-3.2151, 0.3785, -3.8373], [-0.3331, 1.1874, 0.2878], [0.6345, 0.9061, -2.4178], [2.3288, 4.4084, -2.8526], [1.7023, 4.3313, 0.3229], [-1.9741, 3.3846, -0.7609], [-1.0194, 3.2945, 0.6777], [-3.9062, 2.4450, 0.2084], [-3.2001, 3.3959, 1.4577], [-4.4769, 0.3101, 3.0733], [-5.1161, 1.4338, 1.8136], [-4.2289, 1.8052, 5.4218], [-4.8309, 4.3080, 3.3747], [-0.9986, 0.6523, 2.2225], [-1.9070, 3.3087, 3.1453], [-0.3376, 2.6577, 2.7382], [-1.0323, 2.3193, 4.2855], [-2.2773, -0.5979, 1.3621], [-3.3491, -2.1217, 2.5906], [-4.6864, -3.1139, 1.8433], [-5.0376, -1.7169, 2.8590], [2.8740, -4.4405, -1.9982], [3.0385, -4.9323, -3.2354], [1.9593, -5.7222, -3.9214], [2.1650, -6.1215, -5.0481], [0.7198, -5.9700, -3.1928], [0.5629, -5.4814, -1.9582], [1.6308, -4.6703, -1.2868], [1.4107, -4.2349, -0.1663], [-0.5457, -5.6786, -1.2443], [4.1503, -4.7550, -3.9293], [3.6419, -3.8690, -1.4955], [-0.0439, -6.5537, -3.6871], [-0.3986, -5.2284, -0.3909], [4.0123, -5.2062, -4.7868]], "mulliken_charge": [-0.632, -0.364, -0.563, -0.860, 0.234, -1.299, 1.052, -1.213, -0.206, -2.483, 1.061, 0.739, -1.523, -0.403, 0.324, -0.382, 0.973, -0.692, -0.489, -0.449, -1.899, -1.899, 1.831, -1.616, 0.658, -0.576, -0.544, 1.511, -1.683, -0.457, 0.610, 1.502, -1.151, -0.625, -0.653, 0.371, 0.230, 0.203, 0.381, 0.313, 0.365, 0.315, -0.129, 0.214, 0.375, 0.424, -0.799, 0.472, -0.052, 1.178, 0.115, -0.248, 0.391, 1.083, 0.293, 0.277, 0.405, 0.476, 0.388, 0.112, 0.355, 0.339, 0.860, 0.549, 0.637, 0.554, -0.078, 0.436, 0.300, 0.354, -0.616, 0.371, 0.418, 0.421, -0.115, 0.315, 0.466, 0.434, -1.140, 0.475, 0.929, -0.593, -0.775, 0.139, 1.181, -0.676, -0.615, -0.569, 0.481, 0.441, 0.370, 0.364], "charge": 1, "total_energy_ev": -89303.480, "gap_ha": 0.2902}

---

{"formula": "C4H8O2", "method": "ωB97M-V/def2-TZVPD", "symbols": ["O", "C", "C", "C", "C", "O", "H", "H", "H", "H", "H", "H", "H", "H"], "positions_angstrom": [[-0.4458, -0.1314, 0.9816], [-1.0910, 1.0486, 1.9960], [0.5368, 0.5522, 0.1898], [1.1151, -0.3941, -0.8499], [0.0662, -0.9170, -1.7967], [-1.1131, -0.9784, -1.5088], [-1.1078, -0.4822, 0.3495], [-1.0631, 0.4340, 2.9134], [-2.1389, 0.9575, 1.6447], [1.2825, 0.9028, 0.9006], [0.0646, 1.4296, -0.2594], [1.9083, 0.1076, -1.4150], [1.5772, -1.2617, -0.3580], [0.4089, -1.2674, -2.7879]], "mulliken_charge": [-0.314, -0.734, -0.513, -0.599, 0.192, -0.541, 0.447, 0.199, 0.157, 0.382, 0.344, 0.357, 0.273, 0.350], "charge": 0, "total_energy_ev": -8368.215, "gap_ha": 0.2818}

---

{"formula": "C8H23N2O3Ti2", "method": "ωB97M-V/def2-TZVPD", "symbols": ["Ti", "Ti", "O", "H", "C", "C", "C", "O", "C", "N", "H", "H", "H", "H", "H", "H", "H", "H", "H", "H", "H", "C", "C", "C", "O", "C", "N", "H", "H", "H", "H", "H", "H", "H", "H", "H", "H", "H"], "positions_angstrom": [[5.2264, 1.2645, -8.0363], [3.2821, -0.7081, -9.3576], [5.0080, 0.6893, -10.1010], [5.7709, 0.1617, -10.3639], [7.0963, 2.8464, -11.7402], [7.1793, 2.1723, -13.1312], [8.5909, 2.1097, -13.6895], [9.3004, 3.3265, -13.6200], [8.6738, 4.4320, -14.2487], [6.5498, 0.8478, -12.9952], [7.8083, 2.4560, -11.0033], [6.1387, 2.6440, -11.2649], [7.2529, 3.9246, -11.8166], [6.4860, 2.7291, -13.7710], [8.5833, 1.7584, -14.7264], [9.1513, 1.3740, -13.1052], [8.3003, 5.0991, -13.4688], [7.8173, 4.1840, -14.8810], [9.3894, 4.9440, -14.8903], [7.3644, 0.2654, -12.7741], [5.9707, 0.7612, -12.1850], [2.8440, -1.2587, -13.9972], [3.1729, -1.8040, -12.5715], [4.4982, -2.4730, -12.4673], [4.6967, -3.0465, -11.1766], [6.0745, -3.1750, -10.8410], [2.9867, -0.6289, -11.7047], [1.8891, -0.7309, -14.0602], [2.6505, -2.0303, -14.7467], [3.6069, -0.5306, -14.2777], [2.3007, -2.4320, -12.3700], [5.2910, -1.7309, -12.6153], [4.5203, -3.2576, -13.2255], [6.6736, -3.8092, -11.4966], [6.1424, -3.5270, -9.8158], [6.5105, -2.1711, -10.9134], [3.8170, -0.0320, -11.7100], [2.2604, 0.0597, -11.8604]], "lowdin_spin": [3.042, 2.661, 0.194, 0.020, 0.003, 0.001, 0.000, 0.000, 0.000, 0.001, 0.001, 0.003, 0.000, 0.000, 0.000, 0.000, 0.000, 0.000, 0.000, 0.000, 0.001, 0.000, 0.003, 0.001, 0.023, 0.004, 0.025, 0.000, 0.000, 0.000, 0.000, 0.000, 0.000, 0.000, 0.001, 0.001, 0.005, 0.006], "charge": 1, "total_energy_ev": -64009.589, "gap_ha": [0.2216, 0.2900], "multiplicity": 7}

---

{"formula": "C6H7N", "method": "ωB97M-V/def2-TZVPD", "symbols": ["C", "C", "C", "C", "N", "C", "C", "H", "H", "H", "H", "H", "H", "H"], "positions_angstrom": [[1.3389, 0.0444, -1.2236], [-0.6619, -0.8552, 1.2087], [-0.4274, -1.3524, -0.0288], [-0.1348, -0.1696, -0.8781], [-0.7613, -1.1072, 2.4268], [-0.4524, 0.8667, 0.2954], [-0.6490, 2.0462, 0.5385], [-1.1492, -0.3878, 3.0287], [-0.6526, -2.3464, -0.3803], [-0.7678, -0.0805, -1.7694], [1.4805, 1.0158, -1.6979], [1.9610, -0.0070, -0.3309], [1.6617, -0.7473, -1.9024], [-0.7857, 3.0803, 0.7132]], "mulliken_charge": [-1.244, 0.503, -0.890, 0.487, -0.598, -0.729, 0.049, 0.258, 0.368, 0.349, 0.331, 0.332, 0.373, 0.412], "charge": 0, "total_energy_ev": -7819.801, "gap_ha": [0.2487, 0.2489]}

---

{"formula": "C13H28IrNO2PSi", "method": "ωB97M-V/def2-TZVPD", "symbols": ["Ir", "Si", "P", "N", "H", "C", "H", "H", "H", "C", "H", "H", "H", "C", "H", "H", "H", "C", "H", "H", "H", "H", "H", "C", "C", "C", "C", "C", "C", "H", "H", "H", "H", "H", "C", "O", "C", "H", "H", "H", "C", "H", "H", "H", "O", "H", "H"], "positions_angstrom": [[-0.2402, -0.6356, 0.0655], [-2.4328, -0.2236, -0.5261], [0.2555, 1.2074, -1.0960], [0.0213, 0.1020, 1.7053], [0.5405, -3.3397, -1.2888], [2.0727, 1.2700, -1.1224], [2.4128, 2.0908, -1.7666], [2.4733, 0.3164, -1.4866], [2.4405, 1.4334, -0.1021], [-0.2618, 1.3389, -2.8336], [0.1716, 2.2587, -3.2514], [-1.3544, 1.3946, -2.9081], [0.0958, 0.4788, -3.4116], [-0.2349, 2.7766, -0.3118], [-0.0463, 3.6061, -1.0083], [0.3540, 2.9321, 0.6010], [-1.2994, 2.7612, -0.0542], [-2.9355, -1.3667, -1.9422], [-2.4776, -2.3578, -1.8219], [-2.6626, -0.9471, -2.9192], [-4.0288, -1.4707, -1.8933], [-3.2289, -0.5925, 0.6929], [-2.8240, 1.1699, -0.9212], [-0.1462, 0.8021, 2.8274], [0.7859, 1.7182, 4.8948], [0.9419, 0.9767, 3.7396], [-1.3991, 1.4247, 3.1557], [-1.5310, 2.1648, 4.3173], [-0.4491, 2.3152, 5.1940], [1.6304, 1.8352, 5.5745], [1.8828, 0.4966, 3.4567], [-2.2297, 1.2872, 2.4556], [-2.4880, 2.6334, 4.5516], [-0.5663, 2.8914, 6.1129], [1.2715, -2.5819, -1.6624], [1.3977, -1.6875, -0.5783], [2.6560, -3.1673, -1.8885], [2.6820, -3.8152, -2.7696], [2.9666, -3.7476, -1.0163], [3.3798, -2.3518, -2.0245], [0.7021, -2.0362, -2.9533], [1.3206, -1.2111, -3.3263], [-0.3384, -1.7152, -2.8459], [0.7109, -2.8309, -3.7121], [-0.2766, -2.5122, 1.1074], [0.6604, -2.7563, 0.9300], [-0.3751, -2.3356, 2.0603]], "lowdin_spin": [2.260, 0.253, 0.184, 0.888, 0.011, 0.045, 0.012, 0.001, 0.000, 0.034, 0.009, 0.001, 0.001, 0.018, 0.006, 0.000, 0.001, 0.083, 0.006, 0.000, 0.013, 0.051, 0.017, 0.106, -0.010, 0.139, 0.141, -0.008, 0.153, -0.003, 0.007, 0.005, -0.003, 0.009, 0.040, 0.322, 0.007, 0.002, 0.001, 0.000, 0.024, 0.000, 0.013, 0.000, 0.136, 0.012, 0.013], "charge": 0, "total_energy_ev": -39519.377, "gap_ha": [0.1733, 0.2376], "multiplicity": 6}

---

Question: Look up the charge of the first one.
Answer: +1